{"formula": "C6H28BNaO6", "method": "the ωB97M-V functional and the def2-TZVPD basis", "lumo_energy_ev": -1.339, "homo_lumo_gap_ev": 7.91, "e_above_lowest_kj_mol": 0.0, "e_homo_ev": -9.25, "elements": ["H", "H", "H", "Na", "H", "H", "O", "B", "H", "O", "H", "H", "H", "H", "H", "H", "C", "C", "C", "C", "O", "H", "H", "H", "H", "H", "H", "H", "O", "H", "H", "H", "H", "H", "C", "H", "O", "H", "O", "C", "H", "H"], "coordinates": [[0.526, 1.947, 1.478], [0.511, 1.211, 3.697], [0.550, 0.969, -3.630], [-2.354, 2.568, -0.965], [-0.009, 1.859, -0.063], [4.077, -0.073, -0.420], [1.077, 2.380, 2.166], [-0.752, 1.051, 0.307], [-3.417, -1.140, -3.460], [-1.677, -1.339, 2.111], [2.982, 2.167, 1.022], [-1.333, 0.625, -0.580], [1.924, 0.431, -2.645], [-1.528, 1.523, 0.998], [-2.927, -1.041, 3.785], [1.422, -0.532, -3.900], [3.407, 0.404, 0.298], [0.992, 0.107, -3.127], [1.439, 1.368, 3.135], [-2.605, -0.556, 2.865], [3.710, 1.748, 0.550], [-1.326, -0.698, 1.460], [0.207, -3.269, 0.234], [0.943, -2.138, -1.788], [-2.060, 0.309, 3.265], [2.141, 1.867, 3.797], [1.413, -1.947, 0.292], [-2.613, 1.011, -3.489], [-3.242, 0.848, -2.782], [-0.132, 0.128, -1.490], [1.724, 0.427, 2.668], [-0.198, 0.196, 0.838], [-4.202, -0.776, -1.884], [-3.413, -0.215, 2.217], [-3.370, -0.547, -2.542], [-2.440, -0.895, -2.078], [0.202, -0.525, -2.143], [3.398, -0.207, 1.206], [1.431, -2.922, -1.479], [1.211, -2.958, -0.075], [1.875, -3.706, 0.362], [2.435, 0.342, -0.213]]}

***

{"formula": "C6H28N2O6", "method": "the ωB97M-V functional and the def2-TZVPD basis", "spin_multiplicity": 2, "lumo_energy_ev": [-2.945, -8.376], "homo_lumo_gap_ev": [10.73, 5.11], "e_above_lowest_kj_mol": 440.1, "e_homo_ev": [-13.68, -13.49], "charge": 1, "elements": ["H", "C", "H", "N", "H", "C", "H", "H", "C", "H", "H", "H", "C", "H", "H", "H", "H", "O", "O", "H", "H", "H", "H", "N", "C", "H", "H", "O", "H", "H", "O", "H", "H", "H", "H", "H", "C", "O", "H", "O", "H", "H"], "coordinates": [[3.069, -1.696, 0.744], [-1.997, -2.497, 1.561], [-1.080, -1.978, -1.752], [3.136, 0.579, -1.838], [-2.454, -2.334, -0.978], [2.553, -1.116, 0.018], [-1.544, 0.943, 2.836], [2.171, 0.846, -1.990], [-0.969, -2.512, 0.458], [0.576, 1.503, -1.094], [3.708, 1.165, -1.268], [-3.226, 1.147, 1.851], [3.294, -0.837, -1.247], [4.463, -1.090, -1.090], [-1.007, 1.306, -1.806], [0.143, -0.810, 1.335], [-2.782, -3.257, 1.481], [-0.375, 1.925, -1.338], [0.733, 0.846, -4.060], [-1.519, -2.834, 2.503], [-2.440, -1.640, 1.638], [1.488, 1.312, -3.939], [-2.239, 3.557, 0.551], [1.322, -1.992, -0.220], [-1.598, -1.784, -0.863], [-1.525, 2.248, 0.547], [0.112, 1.577, -3.939], [1.258, 2.715, 1.003], [0.732, -2.431, 1.711], [2.077, -0.224, 0.599], [-3.303, 0.369, 2.351], [2.753, -1.481, -2.063], [0.460, 2.270, 1.006], [0.764, -1.523, -1.130], [-2.859, -0.246, 1.682], [1.047, 3.660, 1.261], [0.375, -1.773, 0.879], [-2.481, 2.646, 0.637], [-0.514, -3.458, 0.293], [-0.766, 1.019, 2.418], [-1.848, -0.755, -0.550], [-0.217, 1.073, 3.033]]}

***

{"formula": "C6H28NO6", "method": "the ωB97M-V functional and the def2-TZVPD basis", "spin_multiplicity": 2, "lumo_energy_ev": [-0.063, -0.175], "homo_lumo_gap_ev": [2.45, 10.14], "e_homo_ev": [-2.51, -10.32], "elements": ["H", "H", "H", "H", "O", "H", "H", "H", "H", "H", "O", "H", "C", "H", "C", "H", "C", "H", "H", "H", "N", "H", "O", "H", "H", "H", "O", "H", "H", "C", "H", "C", "O", "H", "H", "H", "C", "O", "H", "H", "H"], "coordinates": [[-1.364, 1.601, 1.495], [-2.167, -1.688, 2.685], [-4.744, -0.215, -0.320], [-1.020, 0.849, -2.285], [-1.595, 1.324, -1.667], [2.792, 1.089, 2.106], [0.626, 1.038, -4.606], [0.162, 3.098, -0.125], [-1.013, -0.494, 0.300], [-0.853, -0.587, 3.128], [-3.949, -0.459, -0.823], [1.231, -0.476, 3.308], [-0.188, -2.324, 2.113], [3.447, -1.489, -1.613], [-2.255, 1.000, 1.325], [0.013, -0.227, -3.977], [1.117, -1.814, 1.528], [-0.019, 1.911, -0.871], [-0.648, -3.167, 1.619], [-0.064, -2.494, 3.214], [2.125, 0.484, 1.589], [-2.769, 1.396, 0.459], [0.264, 0.684, -3.782], [1.344, 1.080, -2.639], [1.106, -1.445, 0.487], [2.295, 1.868, -1.683], [2.263, 1.092, -2.265], [-2.616, -1.029, 0.689], [-4.352, -1.188, -1.313], [-1.261, -1.200, 2.319], [2.338, 0.080, 0.653], [1.819, -0.726, 2.419], [0.735, 2.381, -0.444], [-2.458, 0.921, -1.834], [2.755, -1.250, 2.660], [2.483, -0.221, -1.476], [-1.793, -0.449, 1.076], [2.724, -1.130, -1.105], [-2.957, 1.030, 2.197], [1.261, 1.081, 1.535], [1.837, -2.563, 1.169]]}

***

{"formula": "C6H28NO6", "method": "the ωB97M-V functional and the def2-TZVPD basis", "lumo_energy_ev": -2.639, "homo_lumo_gap_ev": 10.77, "e_above_lowest_kj_mol": 32.5, "e_homo_ev": -13.41, "charge": 1, "elements": ["H", "H", "O", "H", "H", "H", "H", "C", "H", "C", "H", "H", "H", "C", "O", "H", "H", "H", "H", "C", "H", "H", "H", "H", "H", "O", "C", "O", "N", "H", "O", "H", "H", "H", "H", "H", "O", "H", "C", "H", "H"], "coordinates": [[1.117, -3.638, 1.913], [0.398, -0.312, 1.128], [-0.871, -0.164, -1.793], [-0.265, 1.117, 1.315], [-0.949, 1.675, -3.516], [-2.442, 1.178, -4.432], [2.546, -1.928, -0.964], [-1.605, 0.855, -3.815], [0.369, 3.353, -0.044], [1.759, -3.569, 1.040], [-1.266, -0.321, 1.268], [3.633, -3.111, -0.711], [2.265, -4.524, 0.881], [2.750, -2.424, 1.102], [1.962, -1.275, 1.444], [-0.539, 0.211, -0.144], [-2.485, -0.950, -2.745], [1.831, 1.881, 2.714], [-3.106, 0.123, -0.775], [-2.038, 0.044, -2.642], [3.479, -2.634, 1.889], [1.497, 3.639, -1.040], [-2.674, 1.692, -1.414], [-0.123, -0.418, -2.345], [0.583, 1.903, 3.594], [1.166, 2.966, -0.437], [-3.026, 0.698, -1.699], [0.884, 1.695, 2.701], [-0.458, 0.209, 0.891], [0.151, 3.749, 1.742], [-2.636, -0.975, 2.067], [4.185, -1.448, -0.404], [1.211, -3.472, 0.098], [-3.450, -1.357, 1.719], [-1.253, 4.292, 2.002], [2.588, -0.677, 1.868], [-0.759, 3.702, 1.423], [-4.031, 0.753, -2.117], [3.362, -2.144, -0.267], [-2.854, -0.708, 2.967], [-0.906, 0.312, -4.461]]}

***

{"formula": "C6H28O9", "method": "the ωB97M-V functional and the def2-TZVPD basis", "lumo_energy_ev": 0.236, "homo_lumo_gap_ev": 9.76, "e_above_lowest_kj_mol": 240.3, "e_homo_ev": -9.52, "elements": ["O", "H", "H", "H", "H", "C", "C", "H", "H", "H", "C", "H", "H", "H", "H", "O", "H", "C", "O", "O", "C", "H", "H", "H", "O", "H", "H", "O", "H", "H", "C", "O", "H", "O", "H", "H", "O", "H", "H", "H", "H", "H", "H"], "coordinates": [[-0.266, -0.047, 3.755], [-2.841, 1.435, 2.274], [0.269, -0.807, 3.499], [-0.746, -2.292, 2.070], [1.952, 3.007, -2.559], [-0.952, -0.047, -0.419], [0.723, 1.283, 0.771], [2.300, 1.865, -1.622], [0.422, 1.160, 1.809], [-0.816, 1.393, -2.045], [-1.297, 0.435, -1.806], [1.142, -1.971, -0.418], [-0.839, -2.641, -3.318], [-1.871, -0.905, 1.367], [1.742, 0.337, -3.758], [-0.931, 3.633, 1.303], [2.652, -0.086, 2.388], [0.478, -0.007, 0.001], [1.200, -2.493, -2.588], [2.613, 2.322, -2.412], [-1.910, -0.546, 0.348], [-2.336, 0.713, -1.978], [-0.476, 3.035, 1.904], [1.595, -1.677, -2.943], [-2.982, 0.680, 2.859], [-0.067, -3.461, 2.691], [-2.715, 1.031, 3.715], [-0.571, -2.677, 2.939], [1.251, -3.114, -3.323], [2.174, 0.483, 3.758], [1.388, -0.967, -0.103], [-1.361, -1.995, -3.817], [-0.813, 4.508, 1.685], [1.494, -0.386, -4.348], [0.147, 2.035, 0.244], [0.537, -0.468, -4.230], [2.866, -0.025, 3.323], [-2.923, -0.646, -0.025], [1.678, 1.809, 0.641], [-2.267, -2.273, -3.646], [-0.961, -0.333, -2.503], [2.377, -0.916, 0.343], [-1.057, -0.387, 4.179]]}

***

{"formula": "C6H29N2O7", "method": "the ωB97M-V functional and the def2-TZVPD basis", "lumo_energy_ev": -2.599, "homo_lumo_gap_ev": 8.98, "e_above_lowest_kj_mol": 540.9, "e_homo_ev": -11.58, "charge": 1, "elements": ["O", "H", "C", "H", "O", "O", "C", "H", "C", "H", "H", "N", "O", "H", "H", "H", "H", "C", "N", "C", "H", "H", "H", "H", "H", "H", "O", "H", "H", "H", "O", "H", "C", "H", "O", "H", "H", "H", "H", "H", "H", "H", "H", "H"], "coordinates": [[1.258, 0.947, -1.374], [-0.084, -1.090, -0.688], [-2.129, 1.461, -0.404], [-0.960, -2.174, -2.572], [0.993, 2.015, 2.902], [1.622, 3.244, -0.780], [-2.698, -0.987, 0.096], [1.466, 3.562, -1.650], [-1.658, -1.439, -2.047], [1.268, -3.786, -0.706], [1.303, 1.136, 3.316], [-0.299, 1.840, 1.171], [0.928, -3.504, 0.105], [1.937, 0.483, -0.718], [0.427, -4.155, 0.396], [-2.294, -1.110, -2.807], [1.411, -1.143, -2.205], [-0.824, -0.493, -1.318], [-1.663, 0.055, -0.188], [-2.538, -2.019, -1.075], [1.754, 2.509, 2.839], [-0.460, 0.232, -1.908], [-2.222, -1.529, 0.994], [1.680, 1.488, -1.969], [-2.352, 1.873, 1.638], [2.858, -1.687, 0.611], [1.618, -0.504, 3.348], [1.180, -1.283, 3.605], [-1.785, 1.790, -1.421], [-3.660, -0.480, 0.020], [2.184, -1.039, 0.800], [-0.119, 2.406, 2.051], [-1.761, 2.247, 0.730], [2.029, -1.711, -3.568], [1.946, -1.843, -2.642], [-0.128, 0.923, 1.345], [1.351, -1.635, 0.757], [-3.433, -2.499, -1.469], [2.516, -0.612, 3.111], [0.237, 2.154, 0.325], [2.125, 3.922, -0.242], [-2.148, -3.032, -0.738], [-1.739, 3.373, 0.802], [-3.171, 1.664, -0.794]]}

***

| no. | maximum force (eV/A) |
| --- | --- |
| 1 | 2.17 |
| 2 | 11.68 |
| 3 | 2.26 |
| 4 | 2.12 |
| 5 | 1.85 |
| 6 | 8.15 |